(1)
ORCA calculation (ωB97M-V/def2-TZVPD) on a molecular structure, C38H36CaClN2O7P2 in a non-equilibrium geometry.

Results
LUMO (eV): 2.31
Gap between HOMO and LUMO (Ha): 0.2775
Total charge: -1

Each line ends with the Löwdin charge.
Positions of all 87 atoms, in Å:
Ca1 -1.6014 1.5876 1.0724  1.3140
O1 1.3328 2.4228 1.2338  -0.1078
C1 1.5047 2.9677 2.5376  -0.2101
C2 0.7878 2.1455 3.6161  -0.1441
N1 -0.6082 1.8169 3.2887  -0.2302
C3 -1.0826 0.6580 4.0675  -0.1010
C4 -2.3677 0.0067 3.4913  -0.6550
O2 -3.0196 -0.7099 4.2448  0.0135
O3 -2.5700 0.2284 2.2424  -0.2516
C5 -1.4980 2.9766 3.4894  -0.0934
C6 -1.2649 4.0654 2.4047  -0.6431
O4 -1.2546 5.2395 2.7498  0.0313
O5 -1.1069 3.5951 1.2112  -0.2266
H1 0.4849 2.7930 0.9199  0.0307
H2 1.1750 4.0068 2.5624  0.1129
H3 2.5719 2.9537 2.7593  0.1129
H4 0.8526 2.6904 4.5692  0.1306
H5 1.3269 1.2071 3.7350  0.0916
H6 -1.2376 0.9029 5.1224  0.1281
H7 -0.3327 -0.1261 4.0123  0.0929
H8 -1.3812 3.4220 4.4767  0.1256
H9 -2.5352 2.6366 3.3792  0.1358
Cl1 -4.4478 5.5313 -4.4815  0.5973
C7 -4.1116 4.5750 -3.0529  -0.6799
C8 -4.9557 4.7040 -1.9238  -0.1063
C9 -4.7328 3.9678 -0.8025  0.0029
C10 -3.6337 3.0437 -0.6986  -0.3566
O6 -3.4550 2.3556 0.3452  -0.1571
C11 -2.7858 2.9534 -1.8638  -0.1218
C12 -1.6572 2.0869 -1.9149  -0.1905
O7 -1.1870 1.3834 -1.0053  -0.2245
C13 -3.0576 3.7226 -3.0217  -0.0813
H10 -5.7796 5.4063 -1.9689  0.0991
H11 -5.3711 4.0669 0.0680  0.1149
H12 -1.1674 2.0339 -2.9023  0.1238
H13 -2.3952 3.6331 -3.8762  0.1102
C14 2.3061 -2.1669 -0.6764  -0.1562
N2 1.2069 -1.1904 -0.6641  -0.5010
P1 0.3734 -0.7991 0.8391  1.0660
C15 -0.3994 -2.4546 1.1458  -0.3423
C16 -1.7727 -2.5551 0.9066  -0.0992
C17 -2.4094 -3.7908 0.9346  -0.0790
C18 -1.6821 -4.9429 1.1922  -0.0978
C19 -0.3184 -4.8565 1.4505  -0.0885
C20 0.3161 -3.6221 1.4354  -0.1140
C21 1.7946 -0.7933 1.9986  -0.3710
C22 1.7110 -1.4073 3.2473  -0.1250
C23 2.7399 -1.2805 4.1735  -0.0832
C24 3.8697 -0.5396 3.8606  -0.0919
C25 3.9587 0.0876 2.6219  -0.0808
C26 2.9244 -0.0274 1.7058  -0.1221
P2 0.2266 -1.1392 -2.1075  1.0460
C27 1.2187 -0.0019 -3.1632  -0.3708
C28 1.9799 1.0016 -2.5657  -0.0913
C29 2.5664 1.9992 -3.3354  -0.0812
C30 2.3872 2.0172 -4.7125  -0.1005
C31 1.6051 1.0403 -5.3163  -0.0972
C32 1.0184 0.0460 -4.5455  -0.1246
C33 0.5663 -2.7991 -2.8566  -0.3724
C34 -0.2497 -3.8242 -2.3696  -0.1070
C35 -0.1349 -5.1221 -2.8478  -0.0835
C36 0.7826 -5.4125 -3.8497  -0.0987
C37 1.5911 -4.4008 -4.3523  -0.0904
C38 1.4879 -3.1062 -3.8560  -0.1035
H14 2.9736 -2.0027 0.1645  0.0639
H15 2.8881 -2.0368 -1.5900  0.0799
H16 1.9595 -3.2002 -0.6431  0.0667
H17 -2.3471 -1.6561 0.7262  0.0921
H18 -3.4776 -3.8484 0.7659  0.1063
H19 -2.1760 -5.9078 1.2059  0.0973
H20 0.2514 -5.7530 1.6676  0.0986
H21 1.3716 -3.5684 1.6693  0.0969
H22 0.8382 -1.9981 3.4996  0.1045
H23 2.6515 -1.7561 5.1434  0.1035
H24 4.6755 -0.4429 4.5787  0.0976
H25 4.8325 0.6793 2.3743  0.1042
H26 2.9790 0.4952 0.7572  0.0998
H27 2.0788 1.0224 -1.4859  0.0860
H28 3.1488 2.7758 -2.8543  0.1023
H29 2.8384 2.8003 -5.3107  0.0963
H30 1.4397 1.0641 -6.3869  0.0977
H31 0.3807 -0.6910 -5.0224  0.1034
H32 -0.9757 -3.5989 -1.5911  0.0861
H33 -0.7658 -5.9047 -2.4428  0.1006
H34 0.8704 -6.4216 -4.2347  0.0960
H35 2.3130 -4.6209 -5.1312  0.0981
H36 2.1482 -2.3391 -4.2401  0.0965

***

(2)
ORCA calculation (ωB97M-V/def2-TZVPD) on a molecular structure, C38H36FMoN8O16.

Results
LUMO (alpha / beta) (eV): -3.89 / -3.88
Multiplicity: 3
Gap between HOMO and LUMO (alpha / beta) (Ha): 0.2271 / 0.2590
Total charge: +1

Each line ends with the Löwdin charge.
Positions of all 100 atoms, in Å:
Mo1 -2.1365 0.6970 1.5626  1.9921
O1 -1.5249 2.0983 -1.3259  0.0078
C1 -2.2728 2.9779 -1.7071  -0.1859
C2 -3.4203 3.5183 -0.9764  -0.0931
C3 -4.1345 4.5430 -1.5980  0.0590
C4 -5.2275 5.0890 -0.9655  -0.1375
C5 -5.6518 4.6424 0.2814  0.0298
C6 -4.9618 3.6269 0.9081  0.0337
C7 -3.8411 3.0575 0.2880  -0.2746
O2 -3.1920 2.0964 0.8837  -0.2508
N1 -5.9662 6.1709 -1.6292  -0.3568
O3 -5.5674 6.5383 -2.7167  0.0797
O4 -6.9181 6.6417 -1.0409  0.0844
H1 -2.1400 3.4239 -2.7092  0.1257
H2 -3.8395 4.9134 -2.5705  0.1311
H3 -6.5180 5.0966 0.7399  0.1271
H4 -5.2677 3.2497 1.8740  0.1252
C8 3.0680 -4.9062 1.6825  -0.0527
C9 3.5152 -3.4725 1.8981  -0.1725
N2 2.4744 -2.5035 1.5146  -0.0093
C10 1.6013 -2.1034 2.4548  0.0719
C11 0.5643 -1.2415 2.2369  -0.0151
C12 -0.4178 -0.9440 3.3302  -0.5201
O5 -0.1719 -1.0290 4.5041  0.1348
O6 -1.5978 -0.6398 2.8256  -0.1872
C13 0.4553 -0.6502 0.9611  -0.2467
O7 -0.4161 0.1980 0.6158  -0.1290
C14 1.3972 -1.0630 -0.0553  -0.0340
C15 1.2933 -0.5330 -1.3488  0.1056
C16 2.0828 -1.0233 -2.3395  -0.1683
F1 1.9323 -0.5088 -3.5847  0.0610
C17 3.0155 -2.0669 -2.1320  -0.1173
C18 3.1489 -2.5385 -0.8350  0.0668
C19 2.3530 -2.0432 0.2119  -0.1028
N3 3.7949 -2.6147 -3.1613  -0.0727
C20 3.9933 -2.0235 -4.4675  -0.1277
C21 2.9669 -2.4997 -5.4783  -0.0551
N4 2.7869 -4.0153 -5.4424  0.0876
C22 3.0848 -4.7586 -4.1442  -0.0530
C23 4.0623 -4.0322 -3.2253  -0.1313
H5 3.8712 -5.5918 1.9498  0.0867
H6 2.7920 -5.0865 0.6426  0.0703
H7 2.2029 -5.1399 2.3022  0.0873
H8 4.4188 -3.2334 1.3403  0.1189
H9 3.7441 -3.2832 2.9452  0.1297
H10 1.7488 -2.5176 3.4449  0.1624
H11 0.5709 0.2490 -1.5549  0.1395
H12 3.8918 -3.2918 -0.6312  0.1050
H13 4.9979 -2.3076 -4.7948  0.1370
H14 3.9656 -0.9399 -4.4281  0.1394
H15 3.2508 -2.2445 -6.4972  0.1413
H16 1.9882 -2.0698 -5.2753  0.1148
H17 3.3082 -4.4428 -6.2056  0.1794
H18 1.8007 -4.2093 -5.6348  0.1205
H19 3.4744 -5.7334 -4.4301  0.1402
H20 2.1228 -4.9110 -3.6575  0.1155
H21 5.0894 -4.1799 -3.5677  0.1362
H22 3.9824 -4.4996 -2.2488  0.1199
C24 2.4135 2.4258 5.4495  -0.0841
C25 0.9361 2.3070 5.7982  -0.1524
C26 -0.0561 3.0683 4.8765  -0.2857
C27 0.3881 4.5240 4.6316  -0.1681
C28 -0.6072 5.3371 3.8171  -0.0663
C29 -1.3717 3.1145 5.6550  -0.3867
O8 -1.4769 3.6689 6.7183  0.1315
N5 -2.4622 2.4401 5.1157  0.2448
C30 -2.4616 1.9132 3.8645  -0.5290
O9 -3.4215 1.2555 3.4095  -0.0199
N6 -1.4042 2.0582 3.0464  0.0399
C31 -0.1577 2.3701 3.5207  -0.4210
O10 0.8320 2.1160 2.8618  0.0969
H23 2.9864 1.7743 6.1107  0.0774
H24 2.7832 3.4398 5.6010  0.0753
H25 2.6142 2.1366 4.4209  0.0651
H26 0.7717 2.6976 6.8036  0.1206
H27 0.6426 1.2525 5.8154  0.1165
H28 1.3524 4.4909 4.1248  0.1185
H29 0.5397 4.9816 5.6112  0.1310
H30 -0.7963 4.8863 2.8400  0.0764
H31 -0.2250 6.3424 3.6445  0.0808
H32 -1.5634 5.4389 4.3347  0.0821
H33 -3.2893 2.3418 5.6876  0.1788
O11 -2.0445 -2.5147 0.5577  0.0957
C32 -2.4132 -1.6460 -0.2075  -0.5788
O12 -2.9301 -0.5001 0.0767  -0.1584
C33 -2.0998 -1.8078 -1.6864  -0.0669
C34 -2.0200 -0.6916 -2.5109  0.0909
C35 -1.4840 -0.8416 -3.7780  -0.1017
C36 -1.0402 -2.0505 -4.2622  0.0665
C37 -1.1655 -3.1366 -3.4184  -0.1047
C38 -1.6868 -3.0518 -2.1430  0.0902
N7 -0.6134 -4.4362 -3.8832  -0.3172
O13 -0.7473 -5.3982 -3.1809  0.1388
O14 0.0419 -4.4243 -4.9246  0.0100
N8 -1.3109 0.3478 -4.6440  -0.3284
O15 -1.8068 1.3818 -4.2690  0.1113
O16 -0.6075 0.2109 -5.6270  0.0814
H34 -2.3158 0.2798 -2.1419  0.1088
H35 -0.6284 -2.1317 -5.2543  0.1260
H36 -1.7222 -3.9061 -1.4810  0.1403

***

What did we get for ΔE to the lowest compared entry with this formula, charge and spin? Answer: 126.0, 52.7 kJ/mol, in the order shown.